Record 1
Molecular formula: C4H10N4S
Method: DFT, ωB97M-V with the def2-TZVPD basis set

CARTESIAN COORDINATES (ANGSTROEM)
C (-1.546, -0.590, -0.098)
H (-4.198, 1.924, -0.654)
C (4.171, -0.306, 0.147)
H (-0.681, -2.681, 0.040)
C (0.993, -0.187, -0.544)
H (-3.435, 2.185, 0.840)
H (1.152, -1.306, -0.232)
H (-2.125, -2.216, 0.886)
N (-0.448, 0.171, -0.448)
S (-3.206, -0.070, 0.184)
N (-3.456, 1.656, -0.007)
H (1.940, 1.593, -0.044)
H (1.581, 0.626, 1.426)
H (-0.814, 1.014, -0.905)
N (-1.322, -1.881, 0.331)
H (1.325, 0.037, -1.625)
H (5.085, -0.790, -0.022)
N (3.155, 0.133, 0.307)
C (1.827, 0.688, 0.416)

Properties
Spin multiplicity: 1
Largest force on an atom in Eh/bohr: 0.0763
Energy above the lowest of the compared OMol25 structures with the same formula, charge and spin in eV: 0.925
Net charge: +2

Here are the natural (NBO) charges for atoms 1 to 5, given in e:
1 C 0.338
2 H 0.434
3 C 0.498
4 H 0.465
5 C -0.228

Record 2
Molecular formula: C30H29FeN10O2PS
Method: DFT, ωB97M-V with the def2-TZVPD basis set

CARTESIAN COORDINATES (ANGSTROEM)
N (1.003, -2.339, 2.844)
H (-0.971, -3.225, -4.339)
N (1.776, 1.774, 1.001)
C (-1.032, 2.803, 4.000)
H (-4.987, -1.973, 0.889)
H (0.691, 3.238, -0.519)
H (-2.926, 3.104, -3.623)
H (3.031, -1.904, -1.273)
C (-0.104, -4.316, 2.285)
C (3.821, 1.033, -0.936)
N (-1.592, 2.048, -2.462)
H (-1.904, 3.859, 5.643)
H (5.547, 2.590, 1.577)
H (7.475, 1.885, 0.195)
N (1.013, -1.270, -1.402)
C (1.662, -2.274, 1.643)
H (-0.485, -1.692, -5.099)
H (-4.632, -0.081, -1.989)
H (-2.596, -2.229, 2.223)
C (2.122, -1.916, -1.844)
H (-0.334, -3.240, 4.153)
H (7.056, 0.681, -1.934)
C (-3.974, -1.838, 0.559)
O (-0.248, 0.366, 1.493)
H (0.495, -5.013, 0.330)
O (2.623, 0.780, -1.328)
H (1.167, -1.551, 3.457)
C (-1.257, 1.954, 2.920)
H (2.478, -3.068, -3.716)
C (6.222, 0.976, -1.310)
N (-1.751, -1.687, 0.348)
C (0.082, -1.448, -2.328)
H (4.761, 0.172, -2.658)
N (0.567, -2.188, -3.358)
H (-2.698, 0.826, 1.832)
H (-5.648, -1.379, -1.344)
H (0.574, -3.107, -5.201)
C (-2.545, 1.506, 2.661)
P (-1.573, -0.718, -2.319)
C (0.130, -3.321, 3.180)
Fe (1.226, 0.244, -0.012)
C (4.079, 1.742, 0.278)
C (-0.964, 3.145, -1.958)
C (-3.375, 2.760, 4.532)
S (2.677, -0.970, 1.380)
H (3.189, 2.950, 1.868)
N (-3.685, -1.456, -0.715)
C (-3.601, 1.915, 3.457)
N (0.860, 2.347, 1.880)
C (-0.016, 2.685, -1.098)
C (-2.317, -1.356, -0.792)
H (-4.606, 1.573, 3.243)
C (5.388, 2.043, 0.655)
H (-0.026, 3.153, 4.183)
C (4.942, 0.681, -1.721)
H (-4.199, 3.074, 5.159)
C (6.465, 1.658, -0.116)
H (-2.394, 1.570, -4.337)
N (-0.053, 1.318, -1.064)
H (-1.235, 4.139, -2.260)
C (0.621, -4.228, 1.071)
C (-2.771, -1.976, 1.194)
C (-0.141, 1.505, 2.038)
C (-4.661, -1.141, -1.733)
H (-3.563, 1.577, -2.998)
C (-2.680, 2.066, -3.410)
C (2.985, 2.203, 1.105)
H (-0.796, -5.116, 2.486)
C (-2.086, 3.200, 4.804)
C (1.864, -2.494, -3.049)
C (-1.025, 0.954, -1.889)
N (1.466, -3.278, 0.763)
C (-0.127, -2.572, -4.564)
H (-4.482, -1.729, -2.633)

Properties
Spin multiplicity: 1
Largest force on an atom in Eh/bohr: 0.0193
Energy above the lowest of the compared OMol25 structures with the same formula, charge and spin in eV: 0.930

Here are the Löwdin charges for atoms 1 to 5, given in e:
1 N 0.093
2 H 0.088
3 N -0.140
4 C -0.035
5 H 0.114

Record 3
Molecular formula: C3H9N3O
Method: DFT, ωB97M-V with the def2-TZVPD basis set

CARTESIAN COORDINATES (ANGSTROEM)
H (-2.757, -1.277, -0.378)
N (-1.993, -0.454, -0.467)
H (1.843, -1.514, -0.356)
H (-2.437, 0.536, -0.177)
N (-0.020, 0.655, -0.171)
C (2.235, -0.486, -0.424)
H (-0.461, 1.952, 1.046)
O (-0.763, 1.707, 0.047)
N (-0.304, -1.731, 0.530)
H (0.816, -1.529, 0.504)
C (1.336, 0.616, 0.265)
H (2.404, -0.170, -1.544)
H (1.375, 0.466, 1.445)
C (-0.804, -0.584, 0.124)
H (1.700, 1.609, 0.096)
H (3.243, -0.301, -0.047)

Properties
Spin multiplicity: 1
Largest force on an atom in Eh/bohr: 0.1310
Energy above the lowest of the compared OMol25 structures with the same formula, charge and spin in eV: 4.822
SMILES string: [H]/N=C(/N)N(O)CC

Here are the natural (NBO) charges for atoms 1 to 5, given in e:
1 H 0.409
2 N -0.819
3 H 0.217
4 H 0.404
5 N -0.179

Record 4
Molecular formula: C4H4N2
Method: DFT, ωB97M-V with the def2-TZVPD basis set

CARTESIAN COORDINATES (ANGSTROEM)
H (0.293, 2.278, 1.220)
N (-0.984, 1.504, -0.392)
H (-1.120, -1.521, -1.787)
C (0.806, 0.091, 0.785)
H (0.750, -2.028, 0.331)
C (0.284, -1.091, -0.033)
N (-1.285, 0.583, -1.180)
C (-0.631, -0.893, -1.017)
C (0.188, 1.299, 0.712)
H (1.699, -0.221, 1.361)

Properties
Spin multiplicity: 1
Largest force on an atom in Eh/bohr: 0.0599
Energy above the lowest of the compared OMol25 structures with the same formula, charge and spin in eV: 3.095
SMILES string: c1ccnnc1

Here are the natural (NBO) charges for atoms 1 to 5, given in e:
1 H 0.230
2 N -0.135
3 H 0.230
4 C -0.240
5 H 0.230

Record 5
Molecular formula: C31H35As2KN4O12S3
Method: DFT, ωB97M-V with the def2-TZVPD basis set

CARTESIAN COORDINATES (ANGSTROEM)
H (-1.019, 2.921, -7.294)
H (5.444, -3.891, 2.919)
C (1.611, 4.778, -6.274)
C (1.077, -2.736, 6.524)
H (-1.525, 3.017, -4.889)
C (-1.439, 1.283, 1.629)
H (-1.349, 2.076, 2.369)
C (1.781, 2.608, -2.010)
C (-0.639, 3.507, -5.276)
H (-1.450, -2.619, 5.373)
O (4.993, -0.233, 2.949)
H (-2.483, -5.614, 3.819)
H (2.208, 3.275, -1.255)
S (-6.175, 1.919, -4.816)
As (1.978, -0.759, 0.260)
C (-3.761, -1.059, -0.034)
C (0.778, 4.089, -7.148)
H (-5.697, -0.246, -0.696)
C (0.207, 4.193, -4.413)
H (-5.369, 1.380, -7.029)
C (1.959, 1.167, -1.582)
H (-3.867, -2.503, 3.031)
H (-0.840, -1.002, 5.768)
C (3.883, -1.069, 5.843)
C (1.317, -2.339, 5.102)
O (1.164, -5.458, 4.032)
H (-2.152, 0.537, 1.980)
H (2.489, 5.283, -6.663)
C (-0.352, 3.459, -6.630)
H (-1.449, -2.829, 2.451)
H (-4.687, 2.902, -6.411)
H (6.086, -2.445, 3.756)
N (-2.467, -1.235, -0.338)
H (-2.028, -1.782, 6.844)
H (-1.043, -6.245, 2.972)
C (-1.402, -5.746, 3.873)
C (-2.137, -2.348, 1.768)
O (1.911, -3.182, 7.275)
H (-0.656, -1.993, 0.257)
O (4.182, -2.326, 2.937)
O (-1.576, 4.212, -2.547)
C (2.641, -0.583, 3.180)
C (0.545, -4.408, 4.074)
C (1.047, -3.081, 4.044)
C (-4.818, 1.033, -4.060)
H (4.158, -2.069, 5.512)
N (-4.232, 0.117, -2.094)
O (-0.174, -2.543, 7.023)
C (0.440, 0.175, 2.491)
H (0.239, 3.680, -9.193)
O (-0.159, 0.683, 1.400)
C (1.330, 4.833, -4.914)
C (-4.649, -0.357, -0.980)
C (5.525, -2.808, 2.895)
C (3.852, -1.223, 0.000)
C (-3.472, -2.159, 2.082)
C (-1.697, -1.873, 0.538)
O (0.627, 5.281, -2.116)
C (-1.176, -1.950, 6.186)
H (2.337, 2.747, -2.950)
H (3.767, -1.085, 6.925)
S (-0.131, 4.161, -2.652)
H (4.041, -2.213, 0.412)
H (1.423, 4.978, -9.006)
N (-5.188, 0.767, -2.830)
C (1.104, 4.009, -8.617)
H (1.914, 3.298, -8.802)
H (1.962, 5.384, -4.230)
O (-0.857, -4.444, 3.999)
H (3.979, -1.256, -1.082)
S (-3.414, 0.646, -4.923)
H (-1.136, -6.367, 4.730)
C (-4.294, -1.518, 1.171)
O (-0.077, 0.192, 3.580)
H (-5.343, -1.352, 1.383)
C (4.058, -0.996, 2.985)
H (4.528, -0.490, 0.435)
O (2.176, 1.007, -0.279)
K (-1.487, 0.679, -2.308)
As (2.138, -0.515, 5.083)
C (-5.581, 2.290, -6.474)
N (0.346, 2.771, -2.159)
H (4.656, -0.346, 5.582)
C (1.809, -0.334, 2.168)
H (-6.381, 2.851, -6.959)
H (-1.750, 1.699, 0.675)
H (6.022, -2.476, 1.983)
O (1.851, 0.219, -2.335)

Properties
Spin multiplicity: 1
Largest force on an atom in Eh/bohr: 0.0078
Energy above the lowest of the compared OMol25 structures with the same formula, charge and spin in eV: 0.635
Net charge: -2

Here are the Löwdin charges for atoms 1 to 5, given in e:
1 H 0.108
2 H 0.096
3 C -0.060
4 C -0.540
5 H 0.075

Record 6
Molecular formula: H6O7PTl
Method: DFT, ωB97M-V with the def2-TZVPD basis set

CARTESIAN COORDINATES (ANGSTROEM)
H (-4.296, -24.444, -4.108)
H (-1.147, -24.931, -9.080)
O (-6.526, -24.149, -9.028)
O (-3.512, -28.222, -4.241)
O (-2.450, -27.071, -6.271)
O (-2.926, -29.463, -6.370)
O (-1.613, -25.745, -8.854)
H (-3.712, -25.845, -4.351)
O (-4.808, -27.805, -6.310)
H (-1.026, -26.456, -9.140)
P (-3.436, -28.151, -5.756)
H (-7.394, -24.470, -9.305)
Tl (-4.267, -25.559, -7.661)
H (-6.639, -23.197, -8.921)
O (-4.284, -25.166, -4.747)

Properties
Spin multiplicity: 1
Largest force on an atom in Eh/bohr: 0.0186
Energy above the lowest of the compared OMol25 structures with the same formula, charge and spin in eV: 0.000

Here are the natural (NBO) charges for atoms 1 to 5, given in e:
1 H 0.479
2 H 0.477
3 O -0.955
4 O -0.833
5 O -0.875